1.
The following is a DFT calculation (ωB97M-V/def2-TZVPD) of C49H38ClN9NaO5S as an isolated structure.

XYZ file:
```
104
C49H38ClN9NaO5S, DFT ωB97M-V/def2-TZVPD
Na 0.42 -0.35 -0.10
Cl -2.38 4.25 -5.31
C -1.49 3.46 -4.02
C -0.35 4.06 -3.50
C 0.34 3.45 -2.48
C -0.04 2.18 -1.93
O 0.63 1.65 -0.99
C -1.23 1.61 -2.49
C -1.82 0.32 -2.05
N -1.13 -0.76 -1.93
C -1.70 -2.03 -1.96
C -2.93 -2.31 -2.58
C -3.34 -3.61 -2.82
C -2.54 -4.69 -2.47
C -1.33 -4.45 -1.83
C -0.44 -5.56 -1.50
C 0.79 -5.37 -1.04
C 1.31 -3.99 -0.80
N 0.30 -2.92 -0.87
C -0.94 -3.14 -1.54
C -1.94 2.27 -3.50
H -0.01 5.01 -3.90
H 1.21 3.92 -2.06
H -3.28 0.38 -0.81
H -3.55 -1.49 -2.90
H -4.29 -3.78 -3.32
H -2.84 -5.70 -2.69
H -0.81 -6.57 -1.68
H 1.45 -6.20 -0.81
H 2.19 -3.76 -1.41
H -2.86 1.83 -3.87
C 0.08 -4.30 2.34
O 1.26 -4.66 1.62
C 1.48 -3.63 0.70
N 0.26 -2.77 0.62
C -0.78 -3.57 1.31
C -1.94 -2.83 1.90
C -3.22 -3.11 1.44
C -4.33 -2.54 2.04
C -4.16 -1.67 3.11
C -2.89 -1.36 3.55
C -1.78 -1.93 2.95
C 2.74 -2.86 1.04
C 3.65 -3.27 2.00
C 4.78 -2.50 2.19
C 4.97 -1.36 1.42
C 3.99 -1.03 0.49
N 2.90 -1.76 0.31
C 4.06 0.18 -0.34
N 3.27 0.44 -1.29
C 3.57 1.82 -1.70
C 4.95 2.07 -1.09
O 5.03 1.09 -0.02
C 3.43 2.03 -3.18
C 2.47 1.31 -3.88
C 2.26 1.55 -5.23
C 3.02 2.51 -5.90
C 3.98 3.23 -5.20
C 4.18 2.99 -3.85
H 0.33 -3.66 3.19
H -0.40 -5.21 2.71
H -1.17 -4.33 0.63
H -3.34 -3.78 0.59
H -5.32 -2.75 1.66
H -5.03 -1.23 3.58
H -2.75 -0.64 4.35
H -0.78 -1.63 3.26
H 3.46 -4.16 2.58
H 5.52 -2.78 2.93
H 5.84 -0.73 1.54
H 2.80 2.42 -1.20
H 5.09 3.06 -0.66
H 5.76 1.85 -1.80
H 1.87 0.58 -3.35
H 1.50 1.00 -5.76
H 2.85 2.71 -6.95
H 4.57 3.98 -5.71
H 4.93 3.56 -3.31
N -4.62 4.85 5.33
C -4.00 4.08 4.33
C -3.04 4.64 3.49
C -2.46 3.89 2.48
C -2.83 2.57 2.31
C -3.80 2.01 3.12
C -4.38 2.75 4.13
S -2.08 1.60 0.99
O -3.15 0.38 -1.83
O -3.16 0.58 0.67
N -0.93 0.71 1.74
C 0.22 1.32 2.05
N 1.27 0.48 2.33
C 2.42 1.05 2.61
C 2.63 2.42 2.60
C 1.51 3.19 2.31
N 0.32 2.68 2.06
H -4.05 5.62 5.65
H -4.96 4.31 6.10
H -2.76 5.68 3.63
H -1.71 4.32 1.84
H -4.10 0.98 2.93
H -5.15 2.32 4.76
H 3.24 0.37 2.84
H 3.60 2.86 2.81
H 1.58 4.27 2.29
```

As for the relative energy (zero: lowest compared OMol25 entry of this formula, charge and spin): 3.444 eV. The calculation puts the HOMO energy at -4.02 eV. For the LUMO energy, the calculation gives 1.93 eV. Its charge is -1. Its total energy is -3779.84904 Eh. The gap between HOMO and LUMO comes out at 6.0 eV.

2.
The following is a DFT calculation (ωB97M-V/def2-TZVPD) of C33H29CrNP2S5Sb as an isolated structure.

XYZ file:
```
72
C33H29CrNP2S5Sb, DFT ωB97M-V/def2-TZVPD
Cr 1.69 -0.44 0.44
S 5.61 -2.13 1.28
Sb 4.83 -0.65 -0.27
S 3.48 1.00 0.87
S 2.84 -1.59 -1.27
S 6.17 0.27 -1.83
C -0.14 1.40 -2.41
C -0.06 -0.05 -2.91
P -1.57 -1.10 -2.70
C -1.04 -2.62 -3.57
C -2.04 -3.49 -4.00
C -1.73 -4.69 -4.62
C -0.40 -5.03 -4.84
C 0.60 -4.17 -4.44
C 0.29 -2.97 -3.80
C -1.41 -1.66 -0.95
C -2.45 -1.42 -0.06
C -2.36 -1.84 1.27
C -1.24 -2.51 1.71
C -0.19 -2.77 0.83
C -0.29 -2.36 -0.49
P -0.17 1.62 -0.58
C -1.92 2.08 -0.21
C -3.00 1.75 -1.03
C -4.30 2.07 -0.65
C -4.54 2.73 0.54
C -3.47 3.08 1.36
C -2.18 2.76 0.99
C 0.56 3.28 -0.37
C 1.31 3.53 0.78
C 1.84 4.79 1.01
C 1.63 5.81 0.09
C 0.89 5.57 -1.06
C 0.35 4.31 -1.28
H -0.97 1.95 -2.88
H 0.78 1.89 -2.71
H 0.82 -0.52 -2.47
H 0.10 -0.02 -4.00
H -3.08 -3.22 -3.83
H -2.53 -5.35 -4.94
H -0.16 -5.96 -5.33
H 1.64 -4.43 -4.60
H 1.11 -2.33 -3.48
H -3.33 -0.90 -0.40
H -3.18 -1.65 1.95
H -1.17 -2.84 2.75
H 0.69 -3.31 1.16
H 0.51 -2.62 -1.17
H -2.84 1.23 -1.96
H -5.12 1.81 -1.31
H -5.55 2.98 0.83
H -3.65 3.61 2.29
H -1.35 3.06 1.62
H 1.51 2.73 1.48
H 2.44 4.96 1.89
H 2.06 6.79 0.26
H 0.73 6.36 -1.78
H -0.24 4.14 -2.17
S -0.64 0.24 4.46
C -0.25 0.32 2.78
N 0.87 -0.21 2.43
C 1.55 -0.74 3.53
C 2.79 -1.37 3.50
C 3.31 -1.84 4.69
C 2.62 -1.68 5.90
C 1.40 -1.05 5.94
C 0.87 -0.58 4.74
H -0.94 0.75 2.08
H 3.37 -1.48 2.58
H 4.28 -2.32 4.67
H 3.06 -2.05 6.81
H 0.87 -0.92 6.88
```

As for the relative energy (zero: lowest compared OMol25 entry of this formula, charge and spin): 1.054 eV. The calculation puts the HOMO energy (spin up / spin down) at -4.15 / -4.17 eV. For the LUMO energy (spin up / spin down), the calculation gives 1.86 / 1.86 eV. As for the multiplicity: 5. Its charge is -1. Its total energy is -5288.24146 Eh. The gap between HOMO and LUMO (spin up / spin down) comes out at 6.0 / 6.0 eV.

3.
The following is a DFT calculation (ωB97M-V/def2-TZVPD) of one molecule with the formula C23H20FN3O2S.

XYZ file:
```
50
C23H20FN3O2S, DFT ωB97M-V/def2-TZVPD
C 1.98 0.96 -4.15
N 3.11 0.08 -3.81
C 4.44 0.57 -3.83
C 5.21 -0.38 -3.29
C 4.35 -1.50 -2.90
C 3.07 -1.20 -3.26
C 1.92 -2.18 -3.12
C 0.85 -1.73 -2.18
N -0.29 -1.22 -2.67
C -1.13 -0.66 -1.79
C -0.89 -0.70 -0.39
C -1.77 0.04 0.51
C -3.17 -0.18 0.49
C -4.01 0.66 1.24
C -3.48 1.74 2.01
S -4.58 2.78 3.03
C -4.95 4.20 2.01
O -3.90 3.20 4.27
O -5.84 2.11 3.27
C -2.10 1.88 2.07
C -1.25 1.08 1.34
C 0.27 -1.39 0.04
C 0.70 -1.59 1.45
C -0.20 -1.71 2.52
C 0.29 -1.90 3.81
C 1.66 -2.01 4.07
F 2.11 -2.21 5.35
C 2.57 -1.87 3.01
C 2.11 -1.65 1.73
N 1.12 -1.86 -0.86
H 2.29 1.81 -4.73
H 1.20 0.40 -4.67
H 1.51 1.44 -3.26
H 4.80 1.58 -4.15
H 6.28 -0.35 -3.21
H 4.70 -2.45 -2.48
H 2.29 -3.21 -2.86
H 1.53 -2.28 -4.16
H -2.00 -0.11 -2.16
H -3.59 -0.95 -0.14
H -5.08 0.52 1.28
H -5.55 4.91 2.56
H -5.51 3.97 1.09
H -4.01 4.69 1.76
H -1.68 2.69 2.67
H -0.18 1.28 1.35
H -1.27 -1.68 2.37
H -0.39 -2.04 4.64
H 3.64 -1.97 3.20
H 2.84 -1.59 0.92
```

The calculation puts the HOMO energy at -8.36 eV. Its SMILES is Cn1cccc1Cc1ncc(-c2ccc(S(C)(=O)=O)cc2)c(-c2ccc(F)cc2)n1. For the LUMO energy, the calculation gives -0.33 eV. Its charge is 0. Its total energy is -1701.21771 Eh. The gap between HOMO and LUMO comes out at 8.0 eV.

4.
The following is a DFT calculation (ωB97M-V/def2-TZVPD) of C14H37FFeO5 as an isolated structure.

XYZ file:
```
58
C14H37FFeO5, DFT ωB97M-V/def2-TZVPD
Fe 3.04 9.28 9.49
C 3.77 11.46 13.39
C 4.49 10.75 12.17
O 3.65 10.05 11.27
H 4.56 11.98 13.93
H 3.28 10.80 14.11
H 3.00 12.17 13.07
H 5.21 10.07 12.63
H 4.97 11.55 11.62
F 2.56 11.10 8.76
C 2.32 14.66 5.93
C 2.82 13.25 6.07
C 3.65 12.78 4.88
O 3.53 13.17 7.30
H 3.08 15.41 5.70
H 1.72 14.93 6.79
H 1.55 14.75 5.16
H 2.01 12.53 6.11
H 4.47 13.47 4.68
H 3.00 12.75 4.00
H 4.04 11.76 4.97
H 3.20 12.36 7.70
C -0.96 8.40 9.21
C -0.05 9.49 9.75
C -0.65 10.27 10.95
O 1.14 8.87 10.16
H -1.84 8.83 8.75
H -1.27 7.72 10.01
H -0.45 7.79 8.46
H 0.14 10.18 8.93
H -1.56 10.81 10.68
H 0.08 11.02 11.25
H -0.79 9.70 11.87
H 0.94 8.50 11.02
C -0.54 15.30 10.15
C 0.57 14.28 9.84
C 1.59 14.16 11.00
O 0.09 13.06 9.43
H -1.38 15.13 9.48
H -0.20 16.31 9.90
H -0.82 15.32 11.20
H 1.09 14.67 8.96
H 2.23 13.30 10.79
H 1.05 13.96 11.92
H 2.24 15.01 11.20
H 0.84 12.56 9.10
C 7.12 10.49 9.30
C 5.78 10.58 8.55
C 6.05 10.66 7.02
O 5.05 9.37 8.82
H 7.72 9.64 8.99
H 6.99 10.27 10.36
H 7.79 11.34 9.18
H 5.21 11.42 8.96
H 5.12 10.52 6.47
H 6.70 9.84 6.71
H 6.55 11.59 6.76
H 5.67 8.73 8.48
```

As for the relative energy (zero: lowest compared OMol25 entry of this formula, charge and spin): 0.000 eV. The calculation puts the HOMO energy (spin up / spin down) at -5.27 / -9.38 eV. For the LUMO energy (spin up / spin down), the calculation gives 0.77 / -1.75 eV. As for the multiplicity: 7. Its charge is 0. Its total energy is -2295.24813 Eh. The gap between HOMO and LUMO (spin up / spin down) comes out at 6.0 / 7.6 eV.

5.
The following is a DFT calculation (ωB97M-V/def2-TZVPD) of C5H11Cl8Hg2O as an isolated structure.

XYZ file:
```
27
C5H11Cl8Hg2O, DFT ωB97M-V/def2-TZVPD
Hg 10.27 20.98 12.83
Hg 11.05 17.97 14.78
C 8.46 18.33 12.80
O 9.73 18.86 13.20
H 7.64 19.03 12.97
H 8.51 18.01 11.76
H 8.27 17.43 13.40
C 6.13 16.46 9.79
Cl 7.46 15.75 8.92
Cl 5.79 15.64 11.32
H 6.32 17.51 10.00
H 5.23 16.40 9.17
C 8.83 14.25 14.26
Cl 9.47 13.83 12.70
Cl 9.76 15.63 15.03
H 7.84 14.65 14.07
H 8.84 13.40 14.93
C 5.28 18.05 14.72
Cl 6.21 16.75 15.47
Cl 5.94 19.65 15.17
H 5.38 17.94 13.65
H 4.26 18.05 15.06
C 5.67 21.47 12.00
Cl 7.40 21.65 12.52
Cl 5.36 19.91 11.26
H 5.06 21.60 12.88
H 5.51 22.21 11.22
```

As for the relative energy (zero: lowest compared OMol25 entry of this formula, charge and spin): 0.131 eV. The calculation puts the HOMO energy at -18.16 eV. For the LUMO energy, the calculation gives -15.98 eV. Its charge is +3. Its total energy is -4259.32807 Eh. The gap between HOMO and LUMO comes out at 2.2 eV.

6.
The following is a DFT calculation (ωB97M-V/def2-TZVPD) of C5H7NO as an isolated structure.

XYZ file:
```
14
C5H7NO, DFT ωB97M-V/def2-TZVPD
C 1.48 0.31 -1.03
N 1.85 -0.23 0.29
C 0.48 -0.08 -0.05
C -0.62 0.67 0.65
C -1.71 -0.14 -0.06
C -0.57 -1.12 0.13
O -0.63 -0.29 1.71
H 1.58 1.39 -1.18
H 1.74 -0.33 -1.86
H 2.12 0.51 0.94
H -0.73 1.72 0.90
H -2.05 0.03 -1.10
H -2.38 -0.23 0.83
H -0.55 -2.20 -0.17
```

As for the relative energy (zero: lowest compared OMol25 entry of this formula, charge and spin): 5.636 eV. The calculation puts the HOMO energy at -9.57 eV. For the LUMO energy, the calculation gives 0.90 eV. Its charge is 0. Its total energy is -324.51733 Eh. The gap between HOMO and LUMO comes out at 10.5 eV.